The following is a quantum chemistry calculation of a structure of composition C28H35CdCl2N7O5SbSe4, from the OMol25 dataset.

The geometry in XYZ format:
```
83
Properties=species:S:1:pos:R:3:forces:R:3:mulliken_charge:R:1
Cd -0.702 -1.410 0.052 -0.2 0.1 0.2 2.310
O -7.018 -1.090 -0.809 0.1 0.0 0.0 -0.565
C -5.661 -1.136 -0.673 -0.2 0.0 0.1 0.997
C -4.824 -1.297 -1.768 0.1 0.0 0.0 -0.565
C -3.462 -1.341 -1.536 -0.1 0.0 0.0 -0.273
N -2.973 -1.219 -0.314 0.5 -0.1 0.3 0.878
C -3.764 -1.088 0.748 -0.1 0.0 0.0 0.035
C -5.136 -1.027 0.611 0.1 0.0 -0.1 -0.643
C -3.078 -1.098 2.126 0.0 -0.1 -0.1 -0.237
O -3.719 -0.637 3.067 0.0 0.0 0.1 -0.795
O -1.926 -1.629 2.122 0.3 0.3 -0.1 -0.634
C -2.439 -1.567 -2.649 -0.2 0.0 -0.1 -0.200
O -2.794 -1.266 -3.789 0.1 -0.1 0.0 -0.775
O -1.325 -2.047 -2.272 0.3 0.2 0.3 -0.645
H -7.233 -1.223 -1.737 0.0 0.0 -0.1 0.300
H -5.191 -1.395 -2.782 0.0 0.0 0.0 0.465
H -5.764 -0.914 1.482 0.0 0.0 0.0 0.592
C 0.548 0.119 -3.632 0.1 0.0 0.0 -1.294
N 0.999 1.283 -2.893 -0.1 0.0 0.0 0.871
C 2.027 2.054 -3.556 0.0 -0.1 0.0 -1.233
C 0.392 1.717 -1.752 0.1 -0.1 0.2 -0.934
N -0.091 0.894 -0.862 -0.3 0.3 -0.3 0.350
C -1.044 1.451 0.031 0.3 -0.2 0.3 -0.712
C -2.194 2.011 -0.458 -0.2 0.1 -0.1 0.033
C -3.113 2.653 0.395 0.0 -0.1 -0.1 -1.617
C -2.838 2.767 1.723 0.1 0.0 0.1 -0.805
C -1.673 2.171 2.273 -0.1 0.1 0.2 1.402
C -1.384 2.327 3.655 -0.1 0.0 -0.1 -1.125
C -0.288 1.736 4.195 0.2 -0.1 -0.1 -1.137
C 0.518 0.885 3.405 0.0 0.1 0.4 -0.299
C 0.261 0.681 2.078 -0.1 -0.1 -0.5 0.609
N 0.868 -0.398 1.397 -0.2 0.0 0.0 1.880
C 2.112 -0.722 1.671 -0.1 -0.1 -0.1 -1.509
N 3.107 0.217 1.763 0.0 0.0 0.0 0.594
C 2.970 1.480 1.074 0.0 0.0 0.0 -0.826
C 4.081 0.172 2.833 0.0 0.0 0.0 -1.332
N 2.479 -2.008 1.830 0.0 0.2 0.1 0.714
C 1.554 -3.022 2.319 0.0 0.1 -0.1 -0.787
C 3.804 -2.493 1.491 -0.1 -0.1 0.0 -0.871
C -0.805 1.422 1.448 0.1 -0.1 -0.1 0.163
N 0.420 3.103 -1.615 0.0 0.0 0.0 0.519
C 0.469 3.776 -0.335 0.0 0.0 0.0 -0.856
C -0.125 3.910 -2.686 0.0 0.0 0.0 -1.270
H 0.114 0.438 -4.585 0.0 0.0 0.0 0.310
H -0.182 -0.453 -3.075 -0.1 0.0 0.0 0.461
H 1.395 -0.538 -3.840 0.0 0.0 0.0 0.097
H 2.858 1.389 -3.805 0.0 0.0 0.0 0.324
H 2.392 2.842 -2.904 0.0 0.0 0.0 0.342
H 1.664 2.502 -4.488 0.0 0.0 0.0 0.354
H -2.378 1.957 -1.525 0.0 0.0 0.0 0.698
H -4.027 3.066 -0.014 0.0 0.0 0.0 0.377
H -3.515 3.281 2.393 0.0 0.0 0.0 0.387
H -2.064 2.908 4.265 0.0 0.0 0.0 0.405
H -0.069 1.845 5.249 0.0 0.0 0.0 0.352
H 1.282 0.287 3.889 0.0 0.0 0.0 0.435
H 2.319 1.341 0.214 0.0 0.0 0.0 -0.070
H 3.955 1.799 0.723 0.0 0.0 0.0 0.547
H 2.554 2.260 1.723 0.0 0.0 0.0 0.301
H 3.900 -0.696 3.462 0.0 0.0 0.0 0.424
H 3.985 1.072 3.450 0.0 0.0 0.0 0.387
H 5.106 0.121 2.453 0.0 0.0 0.0 0.300
H 0.568 -2.592 2.479 0.0 0.0 0.0 0.333
H 1.933 -3.424 3.263 0.0 0.0 0.0 0.257
H 1.488 -3.837 1.601 0.0 -0.1 0.0 -0.123
H 4.328 -1.752 0.894 0.0 0.0 0.0 0.361
H 3.686 -3.413 0.912 0.0 0.0 0.0 -0.034
H 4.397 -2.722 2.382 0.0 0.0 0.0 0.299
H 0.926 3.137 0.414 0.0 0.0 0.0 0.137
H -0.521 4.072 0.026 0.0 0.0 0.0 0.232
H 1.085 4.675 -0.442 0.0 0.0 0.0 0.369
H -0.332 3.292 -3.557 0.0 0.0 0.0 0.380
H 0.562 4.709 -2.983 0.0 0.0 0.0 0.324
H -1.067 4.370 -2.364 0.0 0.0 0.0 0.356
Se 2.691 -5.626 -0.868 0.0 0.0 0.0 -0.588
Sb 0.311 -5.902 -0.961 0.3 -0.2 0.1 0.590
Se -0.771 -7.316 -2.512 -0.1 -0.1 -0.1 -0.594
Se -0.647 -5.885 1.411 -0.1 0.4 -0.2 -0.491
Se -1.204 -4.045 -0.105 -0.1 -0.6 0.0 0.034
Cl 1.899 -2.159 -1.548 -0.2 0.1 0.0 0.047
C 3.501 -2.111 -2.240 0.2 0.0 0.0 -0.782
Cl 4.335 -0.548 -1.954 -0.1 -0.1 0.0 -0.183
H 3.415 -2.237 -3.313 0.0 0.0 0.0 0.465
H 4.085 -2.907 -1.789 0.0 0.0 0.0 0.406
```
Positions in Å, forces in eV/Å.

Output
LUMO (hartree): 0.0694
Spin multiplicity: 1
Charge: -1

***

The following is a quantum chemistry calculation of a structure of composition C28H35HgN5OP2 at a distorted geometry, from the OMol25 dataset.

The geometry in XYZ format:
```
72
Properties=species:S:1:pos:R:3:forces:R:3:mulliken_charge:R:1
Hg -0.098 2.805 0.126 -0.7 0.8 0.3 0.446
C -1.722 1.851 -3.167 -1.1 0.0 -0.9 -0.439
C -1.849 0.535 -2.999 -1.1 0.1 -1.0 -0.511
C -0.965 -0.546 -3.535 0.5 -0.1 -0.4 -0.793
C 0.530 -0.211 -3.690 0.2 -0.1 0.2 -1.493
C 1.107 0.601 -2.571 1.0 0.0 0.4 0.028
C 0.913 1.890 -2.234 2.2 0.1 -1.0 -0.389
C 0.491 2.956 -3.204 -0.7 0.3 0.1 -1.194
C -0.724 2.523 -4.055 0.9 0.5 0.5 -0.828
C 0.609 2.419 2.337 0.1 -0.1 1.5 -1.567
H -2.494 2.548 -2.811 0.3 -0.6 0.2 0.199
H -2.816 0.126 -2.671 0.5 0.5 0.4 1.174
H -1.293 -0.906 -4.523 -0.3 0.1 0.2 0.429
H -1.068 -1.414 -2.866 0.1 0.0 0.0 0.103
H 1.073 -1.156 -3.657 0.0 -0.2 -0.3 0.444
H 0.767 0.227 -4.664 -0.3 0.0 0.0 0.458
H 1.945 0.081 -2.073 -0.8 0.3 0.2 0.363
H 1.511 2.275 -1.391 0.1 -0.4 -1.0 1.102
H 1.318 3.240 -3.886 -0.1 -0.3 0.4 0.339
H 0.218 3.843 -2.616 0.0 -0.1 -0.2 0.076
H -1.156 3.438 -4.479 -0.1 -0.3 -0.1 0.481
H -0.376 1.897 -4.884 -0.3 0.0 0.2 0.300
H 0.100 3.045 3.086 -0.4 0.5 -0.3 0.357
H 1.667 2.677 2.548 -0.2 -0.5 -0.2 0.265
H 0.405 1.410 2.728 0.3 0.1 -0.1 0.255
P 1.673 -0.205 1.119 1.5 2.0 -0.7 -0.046
P -1.628 -1.323 1.791 -1.3 3.7 0.0 0.144
N 3.076 0.705 0.163 -0.7 -0.2 0.0 0.580
N 2.720 -1.445 1.601 0.9 -1.5 0.9 0.783
N -2.221 0.140 1.170 0.3 -0.2 -0.5 0.626
N -2.970 -2.242 2.021 -0.4 -1.9 -0.4 0.448
C 0.566 -1.100 -0.086 0.4 -0.2 -0.7 0.233
C -0.596 -1.990 0.480 1.6 -0.2 0.8 -0.921
C 3.345 2.070 0.287 0.3 0.0 -0.5 -0.685
C 4.417 2.428 -0.525 -0.8 -0.9 0.5 -0.588
C 4.860 1.230 -1.167 -0.9 -0.7 0.6 -0.745
C 4.029 0.195 -0.729 0.3 0.7 0.0 -0.460
C 3.566 -1.234 2.715 -0.4 -1.8 -0.8 -0.631
C 4.231 -2.428 2.973 -1.1 0.7 -1.2 -0.610
C 3.802 -3.390 1.981 -0.6 1.4 -0.1 -0.710
C 2.888 -2.758 1.147 0.7 0.3 1.4 -0.416
C -2.309 1.441 1.692 -1.0 1.0 0.9 -0.465
C -2.973 2.266 0.787 0.2 -1.5 1.1 -1.030
C -3.319 1.443 -0.318 -0.2 -0.3 -0.5 -0.230
C -2.855 0.183 -0.091 -0.1 0.3 -0.4 -0.157
C -3.897 -2.529 0.989 -0.8 -0.2 0.8 -0.122
C -5.031 -3.050 1.569 1.5 0.4 0.1 -0.692
C -4.761 -3.214 2.974 0.8 0.4 -0.4 -0.638
C -3.486 -2.768 3.222 -0.7 0.1 -0.1 -0.359
H 1.224 -1.749 -0.692 -0.6 0.1 0.0 0.968
H 0.186 -0.332 -0.789 0.0 -0.2 0.5 -1.185
H -1.277 -2.246 -0.347 0.0 0.0 0.4 0.422
H -0.185 -2.927 0.906 -0.2 0.2 -0.3 0.545
H 2.743 2.687 0.930 -0.1 0.0 0.0 0.294
H 4.822 3.426 -0.646 -0.1 -0.2 0.1 0.454
H 5.701 1.133 -1.850 -0.3 -0.1 0.2 0.432
H 4.071 -0.864 -0.953 0.0 0.1 0.0 0.475
H 3.564 -0.272 3.197 0.1 0.0 0.1 0.450
H 4.932 -2.593 3.761 0.2 0.0 0.2 0.459
H 4.119 -4.406 1.892 0.1 -0.3 0.0 0.469
H 2.330 -3.117 0.302 0.1 -0.1 0.0 0.466
H -1.987 1.671 2.714 0.1 -0.2 -0.8 0.273
H -3.321 3.281 0.912 0.5 -0.1 0.2 0.488
H -3.837 1.790 -1.223 0.4 -0.4 0.6 0.537
H -2.838 -0.648 -0.785 0.1 0.2 0.3 -0.081
H -3.670 -2.355 -0.050 -0.1 0.2 0.2 0.360
H -5.949 -3.260 1.063 -0.1 -0.2 -0.2 0.458
H -5.454 -3.618 3.686 0.1 -0.1 0.2 0.450
H -2.867 -2.787 4.115 -0.4 0.1 -0.2 0.382
O -1.181 0.020 5.506 -0.1 -1.6 -2.7 -0.394
C -1.199 -0.481 4.440 0.3 1.1 0.3 0.750
N -1.148 -0.932 3.295 0.5 -0.3 1.1 -0.384
```
Positions in Å, forces in eV/Å.

Output
LUMO (hartree): -0.0218
Spin multiplicity: 1